Computed, not measured: one molecule with the formula C6H10O, with ωB97M-V/def2-TZVPD.

Each atom is followed by the atoms it is bonded to, with distances in Å.
CARTESIAN COORDINATES (ANGSTROEM)
1 C 0.57008 0.63915 1.13400  C2 1.538, C7 1.524, H8 1.096, H9 1.096
2 C 1.60441 0.18595 0.08986  C1 1.538, O3 1.411, H10 1.102, H11 1.095
3 O 1.10552 -0.59634 -0.97322  C2 1.411, C4 1.414
4 C 0.05295 -0.01268 -1.71628  O3 1.414, C5 1.511, H12 1.107, H13 1.095
5 C -1.29503 -0.26756 -1.08332  C4 1.511, C6 1.331, H14 1.079
6 C -1.57502 -0.30012 0.21704  C5 1.331, C7 1.492, H15 1.088
7 C -0.56854 -0.35751 1.31724  C1 1.524, C6 1.492, H16 1.101, H17 1.093
8 H 0.13158 1.60286 0.85057  C1 1.096
9 H 1.08668 0.79095 2.08869  C1 1.096
10 H 2.13003 1.06972 -0.30710  C2 1.102
11 H 2.34699 -0.46372 0.56371  C2 1.095
12 H 0.25191 1.06452 -1.87837  C4 1.107
13 H 0.08202 -0.47225 -2.70979  C4 1.095
14 H -2.06707 -0.77849 -1.63811  C5 1.079
15 H -2.61586 -0.47270 0.48197  C6 1.088
16 H -0.17429 -1.38477 1.27918  C7 1.101
17 H -1.06636 -0.24702 2.28391  C7 1.093

## Properties
ΔE to the lowest compared entry with this formula, charge and spin   23.6 kcal per mole
LUMO   0.03802 Ha
HOMO   -9.01 eV
F_max   0.025 hartree/bohr

Atomic partial charges in e from the Löwdin method, atoms 1 to 4: -0.174, -0.222, -0.148, -0.204



Computed, not measured: one molecule with the formula C2H4N4, with ωB97M-V/def2-TZVPD.

Each atom is followed by the atoms it is bonded to, with distances in Å.
CARTESIAN COORDINATES (ANGSTROEM)
1 N -1.41622 -1.32020 0.18680  C2 1.374, H7 1.011, H8 1.012
2 C -0.42131 -0.38127 0.05749  N1 1.374, N3 1.321, C6 1.458
3 N -0.48023 0.59325 -0.83193  C2 1.321, N4 1.349
4 N 0.55125 1.41162 -0.53737  N3 1.349, N5 1.352, H9 1.013
5 N 1.35114 0.74214 0.32343  N4 1.352, C6 1.351, H10 1.072
6 C 0.77336 -0.33894 0.89148  C2 1.458, N5 1.351
7 H -1.10557 -2.19521 0.58657  N1 1.011
8 H -2.00718 -1.42596 -0.62757  N1 1.012
9 H 1.01862 1.85284 -1.32020  N4 1.013
10 H 1.73615 1.06173 1.27130  N5 1.072

## Properties
ΔE to the lowest compared entry with this formula, charge and spin   84.3 kcal per mole
LUMO   0.02962 Ha
HOMO   -8.70 eV
F_max   0.087 hartree/bohr

Atomic partial charges in e from the Löwdin method, atoms 1 to 4: 0.093, -0.464, 0.083, -0.071



Here are the calculated gap between HOMO and LUMO numbers, same order: 10.05 9.50 (eV).